DFT (ωB97M-V with the def2-TZVPD basis set) results for the molecule C16H21N3O3.

Atoms and positions in Å:
1 O 3.428 -0.911 -1.138
2 O 3.955 -1.189 0.947
3 O 0.370 -0.054 3.785
4 N -0.524 -2.448 2.903
5 N 1.696 0.192 1.992
6 N -0.945 -0.775 -2.127
7 C -0.295 -1.415 1.943
8 C -3.896 1.097 -3.077
9 C 1.262 2.520 0.321
10 C 3.208 -0.765 0.166
11 C -4.314 1.326 -1.739
12 C -2.399 0.199 -0.794
13 C 0.685 -0.377 2.668
14 C 2.936 1.785 -1.425
15 C -0.606 -1.182 -0.865
16 C -1.611 -0.649 -0.033
17 C -2.055 -0.021 -2.215
18 C -3.432 1.077 -0.604
19 C -1.551 -0.778 1.411
20 C 2.344 1.512 -0.038
21 C 2.001 0.140 0.485
22 C -2.734 0.401 -3.391
23 H -4.527 1.530 -3.846
24 H -0.376 -1.176 -2.904
25 H 0.353 2.261 -0.257
26 H 2.924 2.922 -1.635
27 H 2.510 0.491 2.523
28 H 2.332 1.278 -2.165
29 H 0.797 2.517 1.267
30 H -1.623 0.193 1.714
31 H -3.718 1.403 0.393
32 H -5.224 1.989 -1.571
33 H -1.026 -3.129 2.271
34 H 2.531 -0.751 -1.571
35 H 1.694 3.508 0.057
36 H 3.129 1.962 0.715
37 H 4.033 1.597 -1.509
38 H -0.282 -2.155 -0.730
39 H -2.418 -1.276 1.750
40 H 0.458 -1.760 1.218
41 H 1.062 -0.261 0.005
42 H -1.089 -1.958 3.554
43 H -2.435 0.053 -4.287

ΔE to the lowest compared entry with this formula, charge and spin	5.310	eV
SMILES string	CC(C)[C@H](NC(=O)[C@@H](N)Cc1c[nH]c2ccccc12)C(=O)O
gap between HOMO and LUMO	8.3419	eV



DFT (ωB97M-V with the def2-TZVPD basis set) results for a structure of composition C16H21N3O3.

Atoms and positions in Å:
1 O 1.197 2.773 -2.476
2 O 2.042 3.581 -0.552
3 O 1.909 -0.278 2.617
4 N 3.957 -0.651 1.278
5 N 1.041 1.316 1.165
6 N -4.014 1.196 1.568
7 C -4.363 -1.196 0.495
8 C -1.829 1.575 0.534
9 C 1.799 0.284 1.500
10 C -2.554 -0.011 -1.423
11 C 1.342 2.699 -1.293
12 C -3.270 -1.267 -1.689
13 C -4.165 -1.916 -0.745
14 C 1.112 -2.251 -0.328
15 C 3.404 -2.139 -1.354
16 C 2.433 -2.030 0.139
17 C -0.820 2.285 -0.179
18 C 2.687 -0.497 0.558
19 C -2.571 0.473 -0.039
20 C 0.522 1.526 -0.297
21 C -3.717 0.003 0.669
22 C -2.679 1.885 1.632
23 H 1.653 3.489 0.465
24 H 2.802 -1.174 -2.096
25 H -2.767 2.698 2.478
26 H -5.109 -1.513 1.209
27 H 0.512 -2.173 0.562
28 H -1.262 2.327 -1.336
29 H -4.629 -2.786 -1.212
30 H -0.459 3.360 0.137
31 H 2.833 -2.744 0.956
32 H 0.437 1.489 2.099
33 H 2.811 -0.158 -0.580
34 H 0.527 0.731 -1.010
35 H 3.673 0.059 2.585
36 H 4.468 -2.189 -1.229
37 H 4.999 0.160 0.335
38 H 0.689 -3.278 -0.515
39 H -3.746 0.638 2.914
40 H 0.748 -1.734 -1.225
41 H 3.123 -3.150 -1.718
42 H -3.048 -1.896 -2.534
43 H -1.718 0.486 -2.064

ΔE to the lowest compared entry with this formula, charge and spin	17.000	eV
gap between HOMO and LUMO	8.3875	eV



DFT (ωB97M-V with the def2-TZVPD basis set) results for the molecule C16H21N3O3S.

Atoms and positions in Å:
1 S -0.389 -3.741 -0.460
2 O -4.078 -0.980 -1.683
3 O -2.098 -0.885 0.027
4 O -4.148 -1.487 -3.828
5 N 2.730 1.540 3.224
6 N -1.121 -0.723 -2.031
7 N 0.893 0.733 -1.149
8 C 0.971 1.444 1.831
9 C -1.696 -3.065 -2.819
10 C 1.746 2.625 1.542
11 C 3.620 4.683 1.504
12 C -1.916 -3.722 -1.459
13 C -3.503 -1.304 -2.827
14 C -1.126 -3.896 1.186
15 C 1.594 3.685 0.629
16 C 3.782 3.669 2.432
17 C -1.981 -1.540 -2.890
18 C 0.098 0.074 -0.100
19 C -0.252 0.950 1.105
20 C -1.161 -0.559 -0.706
21 C 2.544 4.701 0.614
22 C 2.829 2.655 2.439
23 C 1.608 0.818 2.869
24 H -0.861 1.778 0.758
25 H -2.278 -4.737 -1.600
26 H -0.648 -3.271 -3.151
27 H 0.696 -0.789 0.234
28 H 4.353 5.507 1.481
29 H -3.406 -0.933 -0.952
30 H 4.606 3.673 3.151
31 H 3.326 1.295 3.977
32 H 0.498 1.651 -1.332
33 H 1.340 -0.088 3.408
34 H 0.785 3.695 -0.052
35 H -1.726 -4.811 1.262
36 H -1.714 -3.009 1.389
37 H -2.702 -3.198 -0.896
38 H -2.345 -3.566 -3.584
39 H 1.865 0.838 -0.810
40 H -0.896 0.369 1.808
41 H -1.743 -1.228 -3.918
42 H -0.302 -3.935 1.904
43 H -0.251 -0.428 -2.443
44 H 2.455 5.515 -0.085

ΔE to the lowest compared entry with this formula, charge and spin	0.531	eV
SMILES string	CSCC[C@H](NC(=O)[C@@H](N)Cc1c[nH]c2ccccc12)C(=O)O
gap between HOMO and LUMO	8.6923	eV



DFT (ωB97M-V with the def2-TZVPD basis set) results for the molecule C16H21N3O3S2.

Atoms and positions in Å:
1 S -5.351 0.961 1.843
2 S -1.368 -0.641 0.122
3 O -2.486 -0.366 -0.721
4 O -1.174 -1.978 0.623
5 O -4.294 -3.799 0.414
6 N -2.761 0.928 1.750
7 N -1.504 0.397 1.493
8 N -3.789 -1.157 1.952
9 C -4.333 -4.461 2.536
10 C -3.902 -5.079 0.454
11 C 5.982 4.488 -1.003
12 C 3.733 1.563 -2.238
13 C 2.509 -0.089 -0.796
14 C -4.968 -2.012 1.925
15 C 5.505 3.341 -1.885
16 C 1.344 -0.600 -0.252
17 C 0.065 1.029 -1.484
18 C 1.234 1.533 -2.023
19 C -4.558 -3.420 1.682
20 C 4.221 2.715 -1.349
21 C 2.467 0.980 -1.686
22 C -3.907 -5.546 1.732
23 C -3.908 0.172 1.805
24 C 0.136 -0.034 -0.604
25 H -2.919 -1.612 1.705
26 H -5.642 -1.665 1.132
27 H 4.508 0.797 -2.287
28 H -4.461 -4.455 3.599
29 H 1.353 -1.438 0.427
30 H 4.393 2.339 -0.338
31 H 3.461 -0.526 -0.533
32 H 6.180 4.136 0.007
33 H 5.332 3.711 -2.898
34 H 5.227 5.269 -0.951
35 H -0.902 1.430 -1.741
36 H -3.650 -5.546 -0.477
37 H 6.897 4.921 -1.400
38 H 6.285 2.578 -1.941
39 H -1.113 -0.059 2.311
40 H -2.903 1.869 1.402
41 H 3.441 3.477 -1.290
42 H -3.645 -6.529 2.063
43 H -5.490 -1.924 2.883
44 H 1.193 2.359 -2.717
45 H 3.560 1.942 -3.247

ΔE to the lowest compared entry with this formula, charge and spin	3.206	eV
SMILES string	CCCCc1ccc(S(=O)(=O)NNC(=S)NCc2ccco2)cc1
gap between HOMO and LUMO	8.5270	eV



DFT (ωB97M-V with the def2-TZVPD basis set) results for the molecule C16H21N3O5S.

Atoms and positions in Å:
1 S -1.228 1.172 1.837
2 O -0.072 -1.008 1.063
3 O 3.138 -4.313 -0.811
4 O -1.728 4.368 5.165
5 O 2.595 -4.388 -3.641
6 O 0.761 -2.600 -4.646
7 N -0.337 0.446 -0.635
8 N -1.287 2.560 -0.324
9 N -1.832 3.337 0.607
10 C -2.380 6.209 6.524
11 C 2.250 -3.512 -1.447
12 C -2.190 5.703 5.102
13 C -0.175 -1.702 -5.192
14 C 0.999 -2.574 -3.301
15 C 0.387 -1.676 -2.442
16 C 1.938 -3.512 -2.817
17 C 0.075 -0.760 -0.115
18 C -1.894 2.803 1.774
19 C 3.746 -5.420 -1.443
20 C -0.920 1.410 0.137
21 C 1.619 -2.600 -0.602
22 C 1.872 -5.062 -4.654
23 C -2.429 3.487 2.972
24 C 0.703 -1.684 -1.084
25 C -1.286 3.832 3.950
26 H 0.132 -0.661 -5.046
27 H -0.197 -1.921 -6.258
28 H -3.140 2.839 3.490
29 H -1.175 -1.854 -4.773
30 H 2.444 -5.967 -4.864
31 H 1.796 -4.461 -5.561
32 H 4.361 -5.878 -0.668
33 H -3.100 5.583 7.043
34 H -1.454 6.325 4.569
35 H -1.437 6.166 7.061
36 H -0.355 -0.994 -2.822
37 H -2.937 4.396 2.648
38 H -0.153 0.697 -1.596
39 H 0.870 -5.335 -4.316
40 H 3.005 -6.144 -1.789
41 H -3.143 5.758 4.556
42 H 4.376 -5.114 -2.280
43 H -0.585 4.522 3.454
44 H -2.739 7.234 6.509
45 H 1.859 -2.622 0.449
46 H -0.752 2.915 4.216

ΔE to the lowest compared entry with this formula, charge and spin	4.029	eV
SMILES string	CCOCCc1nnc(NC(=O)c2cc(OC)c(OC)c(OC)c2)s1
gap between HOMO and LUMO	9.0225	eV



Calculated LUMO in order - 0.08, -0.24, 0.47, 0.38, 0.40 eV